Here is a structure of composition C43H46BBeF4N8O from the OMol25 dataset. Energies are from ωB97M-V/def2-TZVPD.

The calculation puts the electronic energy at -2617.4576 Ha. For the energy relative to the best compared isomer or geometry (same formula, charge and spin), the calculation gives 2258.81 kJ/mol. Its charge is +1. The LUMO energy comes out at -3.14 eV.

Cartesian coordinates (Å):
Be (-0.767, 0.937, -1.344)
B (-0.003, -0.412, 0.422)
F (0.173, 0.897, 0.378)
F (-0.409, -0.716, 1.670)
F (-1.025, -0.634, -0.478)
F (1.083, -1.156, -0.024)
N (0.127, -0.332, -2.415)
C (0.191, -1.650, -2.085)
C (0.609, -2.569, -2.952)
C (1.173, -2.235, -4.186)
C (1.205, -0.821, -4.443)
C (0.580, 0.063, -3.636)
H (-0.079, -1.962, -1.087)
H (0.606, -3.633, -2.771)
H (1.648, -2.962, -4.829)
H (1.597, -0.380, -5.347)
H (0.565, 1.124, -3.834)
N (0.953, 1.565, -1.739)
C (2.026, 0.637, -1.697)
C (3.326, 0.941, -1.990)
C (3.587, 2.272, -2.261)
C (2.603, 3.196, -2.387)
C (1.306, 2.816, -2.227)
H (1.745, -0.369, -1.421)
H (4.130, 0.224, -1.900)
H (4.592, 2.626, -2.439)
H (2.854, 4.179, -2.757)
H (0.521, 3.557, -2.252)
N (-0.369, 2.326, -0.350)
C (-1.486, 3.033, 0.031)
C (-1.507, 4.228, 0.776)
C (-0.268, 4.731, 1.129)
C (0.897, 4.027, 0.862)
C (0.792, 2.833, 0.075)
H (-2.415, 2.805, -0.471)
H (-2.385, 4.727, 1.161)
H (-0.117, 5.583, 1.776)
H (1.846, 4.377, 1.240)
H (1.633, 2.159, 0.002)
N (-2.326, 0.913, -0.340)
C (-2.457, 1.025, 1.032)
C (-3.651, 1.375, 1.704)
C (-4.705, 1.771, 0.929)
C (-4.556, 1.836, -0.401)
C (-3.412, 1.379, -1.014)
H (-1.608, 0.525, 1.475)
H (-3.751, 1.395, 2.779)
H (-5.676, 2.031, 1.324)
H (-5.401, 2.057, -1.037)
H (-3.341, 1.338, -2.091)
N (3.873, 0.159, 3.049)
C (2.861, -0.442, 2.391)
C (2.899, -0.534, 1.020)
C (3.931, 0.027, 0.255)
C (4.966, 0.615, 0.913)
C (4.876, 0.705, 2.314)
H (1.989, -0.887, 2.846)
H (2.023, -0.944, 0.540)
H (3.932, 0.182, -0.814)
H (5.579, 1.253, 0.294)
H (5.621, 1.263, 2.861)
N (-0.969, 2.623, 4.677)
C (-0.870, 1.386, 4.226)
C (0.078, 1.086, 3.279)
C (1.045, 1.974, 2.797)
C (0.897, 3.254, 3.303)
C (-0.208, 3.591, 4.139)
H (-1.717, 0.740, 4.401)
H (-0.037, 0.080, 2.905)
H (1.773, 1.575, 2.107)
H (1.529, 4.024, 2.886)
H (-0.566, 4.566, 4.438)
N (-1.899, -0.005, -2.059)
C (-2.650, -0.902, -1.343)
C (-3.393, -1.960, -1.964)
C (-3.531, -2.012, -3.358)
C (-2.891, -1.034, -4.091)
C (-2.104, -0.061, -3.440)
H (-2.643, -0.827, -0.266)
H (-3.987, -2.654, -1.389)
H (-4.247, -2.593, -3.919)
H (-3.104, -0.912, -5.142)
H (-1.719, 0.676, -4.129)
N (0.458, -4.861, -1.564)
C (-0.871, -5.058, -1.440)
C (-1.663, -4.440, -0.543)
C (-1.074, -3.619, 0.410)
C (0.317, -3.297, 0.306)
C (1.014, -3.949, -0.685)
H (-1.272, -5.772, -2.145)
H (-2.647, -4.882, -0.497)
H (-1.709, -3.300, 1.222)
H (0.839, -2.720, 1.055)
H (2.064, -3.741, -0.830)
C (-1.026, -3.351, 3.028)
C (0.453, -3.442, 3.413)
O (0.812, -4.158, 4.373)
C (1.466, -2.509, 2.785)
H (-1.628, -3.491, 3.925)
H (-1.256, -4.073, 2.245)
H (-1.331, -2.350, 2.721)
H (0.939, -1.837, 2.107)
H (2.290, -2.928, 2.208)
H (1.834, -1.911, 3.619)